C85H103Cl8CuN6O10 as an isolated structure in a non-equilibrium geometry. Source: OMol25; level of theory: ωB97M-V/def2-TZVPD.

energy	-9702.6697	hartree
2S+1	1
HOMO	-4.3	eV
orbital gap	1.27	eV
net charge	0

Geometry as XYZ:
```
213
Properties=species:S:1:pos:R:3:mulliken_charge:R:1
Cu 18.32485 22.47468 -1.72679 0.6761
Cl 32.26654 9.45713 2.14902 -0.1990
Cl 30.83338 10.50290 -1.66311 -0.2218
Cl 25.40654 8.75575 4.72690 -0.2033
Cl 21.44813 16.32540 -13.19737 -0.1773
Cl 23.90362 16.72229 -11.07538 -0.1958
Cl 26.89316 6.19176 5.89930 -0.1622
Cl 12.66304 15.73077 -2.29104 -0.2108
Cl 11.00874 18.20884 -1.06198 -0.1720
O 34.42084 27.83019 -3.33727 -0.5514
O 22.99375 16.85591 5.80201 -0.7047
O 36.82350 16.05005 1.74706 -0.6725
O 22.18457 21.52913 -1.37572 -0.9192
O 17.24229 20.61763 1.48119 -0.9131
O 32.99197 24.99031 0.99022 -0.6080
O 35.40854 19.76942 -1.83806 -0.6172
O 20.04681 3.22959 -6.60984 -0.6478
O 21.02067 7.69163 -3.65352 -0.6529
O 17.19696 20.55600 -6.64038 -0.7416
N 15.68330 13.46826 -10.26375 -0.3930
N 15.12139 22.18744 7.18860 0.4405
N 38.37099 21.38994 -9.43196 -0.4084
N 22.63550 16.04091 -1.87368 0.0145
N 27.99661 18.05127 -5.78560 0.0191
N 29.96616 13.99951 -14.78780 -0.4265
C 37.28912 18.92439 -0.52107 0.3110
C 26.72188 7.54924 7.00354 -0.3162
C 31.45343 9.01885 0.61645 -0.2788
C 16.14434 23.28473 6.78587 -1.0545
C 32.69998 26.56001 -2.32067 0.2866
C 32.06027 10.01935 -0.41313 -0.4451
C 22.31701 7.70963 -7.55747 -0.4513
C 18.88752 5.93963 -2.84815 -0.6091
C 17.52616 3.95941 -3.25131 -0.3495
C 28.76967 12.11883 -16.24812 -0.4524
C 35.19835 17.37967 0.94831 0.6919
C 37.25702 23.81111 -9.57469 -0.2430
C 24.79322 16.70388 -3.47662 0.5619
C 36.61946 17.03359 1.02808 0.6834
C 33.52674 18.73582 -0.00062 -0.3039
C 30.96109 25.45499 -0.87814 -0.5478
C 36.51391 26.79147 -1.67408 -0.5809
C 34.82955 18.42949 0.00396 0.0627
C 17.79930 12.35872 -7.23238 -1.1033
C 10.60432 24.35408 6.18510 -1.1598
C 21.98292 6.72239 -8.36350 -0.4700
C 35.78967 25.32255 0.59087 -0.6100
C 32.88824 17.19754 1.77965 -0.3839
C 26.50117 8.91858 6.24879 -0.4699
C 32.31273 25.83803 -1.11130 0.3848
C 37.33637 24.48842 -10.92000 -0.5459
C 15.80036 20.84765 6.87053 -0.5212
C 36.73524 23.73765 -12.17152 -1.0508
C 29.14396 10.67995 -15.89232 -0.3274
C 21.89173 7.74348 -6.27823 -0.5301
C 33.34639 25.38828 -0.10018 0.4957
C 30.35700 26.17497 -3.01661 -0.5748
C 35.16223 26.51819 -1.47654 0.2474
C 37.89071 22.43566 -9.55159 0.1794
C 26.00436 17.20045 -4.21486 0.7394
C 13.08223 17.50201 -2.53103 -0.5781
C 26.74236 16.34769 -4.91376 -0.4403
C 29.45156 13.15405 -15.36571 0.1805
C 35.76277 19.06970 -0.89293 0.2486
C 16.50314 20.19392 -7.84525 -0.5024
C 28.93936 18.38142 -6.87033 -0.9982
C 23.54087 15.95816 6.73768 -0.3829
C 12.78014 18.31040 -1.26380 -0.2881
C 19.24643 4.59042 -4.78030 0.6147
C 20.08168 4.36123 -6.03526 0.3772
C 38.31392 19.71683 -1.17826 -0.6928
C 40.02806 18.38489 -0.00341 -0.6038
C 27.71975 16.70658 -5.70162 -0.5017
C 34.12148 27.08648 -2.47685 0.3641
C 30.64596 10.27875 -15.97949 -1.1430
C 16.97638 11.27942 -7.74156 -0.3542
C 21.51877 15.78531 -1.02709 -0.9201
C 21.11459 6.66803 -5.72246 0.2446
C 16.12257 12.54541 -9.75175 0.1961
C 22.50331 17.80157 -11.04611 -0.3692
C 13.90681 22.40042 6.21709 -1.1785
C 32.56739 18.07601 0.77895 -0.6895
C 17.79126 5.10165 -2.50062 -0.6127
C 16.52828 11.24283 -9.20792 -0.4603
C 37.49644 26.44682 -0.72988 -0.4733
C 23.53470 17.13357 -3.85863 -0.7534
C 20.69718 6.66657 -4.33177 0.2817
C 18.25821 3.64972 -4.39005 -0.7418
C 39.67128 19.42710 -0.89234 -0.3233
C 31.60912 26.71620 -3.23210 -0.4841
C 38.99500 17.68989 0.68266 -0.5723
C 19.56426 5.67521 -4.02341 0.4059
C 23.84119 15.51457 -1.61088 -0.4437
C 34.25370 16.83262 1.88713 -0.5998
C 27.22518 19.04638 -5.12763 -0.3218
C 21.23057 5.58857 -7.86976 -0.6740
C 34.82155 25.72229 -0.34073 0.4742
C 15.68427 20.07188 8.27824 -0.6155
C 21.79137 17.87264 -12.41997 -0.4706
C 29.99695 25.68487 -1.78100 -0.4589
C 15.70041 21.16296 9.34183 -0.6073
C 37.62752 17.87821 0.39331 0.0911
C 37.16507 25.72729 0.40644 -0.5055
C 14.82747 22.18297 8.70545 -0.9479
C 22.46286 16.83575 -2.97944 -0.1149
C 11.76918 23.41395 5.75752 -0.6462
C 20.83181 5.59007 -6.53781 0.5115
C 24.97829 15.92162 -2.33434 -0.5468
C 26.16825 18.54414 -4.33971 -0.7410
C 12.98514 23.54223 6.65105 -0.1243
H 21.88017 17.46299 -10.21837 0.3117
H 36.92393 25.49717 -10.89965 0.3376
H 14.27213 22.51380 5.19641 0.4438
H 37.05675 24.08025 -13.15506 0.3159
H 17.17920 20.22193 -8.69980 0.1551
H 40.47369 20.01849 -1.30802 0.3846
H 21.69170 16.33646 -0.10273 0.4405
H 21.78120 21.04077 -2.11958 0.0857
H 14.82107 19.42742 8.44454 0.3334
H 35.56510 24.62762 1.38651 0.4403
H 31.56001 18.46037 0.71698 0.3466
H 27.42025 9.24604 5.76283 0.2646
H 17.38801 10.92455 -9.79755 0.2454
H 15.40886 20.24621 6.05010 0.3291
H 22.42930 18.34501 -13.16698 0.2761
H 16.65746 21.62698 9.58023 0.3282
H 10.38124 24.92925 5.28647 0.3101
H 21.43800 14.74041 -0.72751 0.3494
H 39.24630 16.92450 1.40198 0.4462
H 34.56253 16.13827 2.65453 0.4618
H 18.69069 12.42834 -7.85583 0.3107
H 14.70858 23.14297 9.20783 0.4494
H 13.31769 18.02254 -0.36031 0.3231
H 38.55071 26.65643 -0.83455 0.3730
H 17.93159 12.10080 -6.18163 0.3123
H 15.97315 19.24245 -7.88915 0.1856
H 31.01240 10.54900 -16.96983 0.3129
H 12.41459 17.77799 -3.34723 0.3029
H 15.35633 20.71222 10.27271 0.3692
H 16.03209 11.19390 -7.20388 0.2905
H 27.58942 7.57417 7.66298 0.2964
H 30.58494 25.01227 0.03231 0.3882
H 25.84295 7.36509 7.62133 0.2571
H 37.09339 22.71322 -12.06975 0.3135
H 23.20330 17.71295 -4.70768 0.4581
H 38.38995 24.66411 -11.13725 0.2995
H 28.19596 16.04737 -6.41230 0.4230
H 26.01169 9.73190 6.78453 0.3332
H 29.51307 26.35793 -3.66524 0.3595
H 25.47298 19.22532 -3.87173 0.6081
H 16.59640 23.01924 5.83023 0.4488
H 16.69722 21.35515 1.81807 0.0886
H 11.35736 22.40513 5.78565 0.3249
H 23.85097 14.98010 -0.67245 0.4527
H 32.50367 10.89836 0.05466 0.3229
H 24.62402 15.92520 6.62022 0.1543
H 17.00401 23.27154 7.45586 0.3985
H 22.83992 18.81704 -10.83720 0.2719
H 31.75407 8.01858 0.30468 0.2589
H 15.58905 24.22095 6.72877 0.2972
H 22.15289 6.91709 -9.41212 0.3554
H 22.07907 8.59657 -5.64299 0.4672
H 17.38463 10.27485 -7.63076 0.2722
H 20.58309 16.22361 -1.37423 0.2750
H 12.02352 23.50257 4.70132 0.4066
H 21.46398 17.21535 -3.13610 0.4161
H 30.37384 9.16425 0.57830 0.2962
H 37.95341 20.48153 -1.85033 0.4781
H 30.72677 9.19522 -16.06636 0.3410
H 16.87966 20.93775 6.74771 0.3464
H 10.92881 24.97333 7.02136 0.3509
H 29.85571 17.79486 -6.80442 0.3670
H 23.20854 14.96225 6.44473 0.1370
H 28.43497 18.32785 -7.83512 0.3861
H 17.93626 2.87591 -5.07122 0.4271
H 13.55470 21.36912 6.19365 0.4423
H 37.97263 25.57565 1.10733 0.4136
H 28.78333 10.52375 -14.87563 0.2990
H 27.54064 20.06058 -5.32331 0.4230
H 16.74482 3.30450 -2.89496 0.3939
H 19.05446 6.90465 -2.39288 0.4282
H 31.85803 27.09444 -4.21260 0.3931
H 17.08480 5.35975 -1.72558 0.3962
H 13.13971 19.30277 -1.53584 0.2592
H 36.90004 27.39377 -2.48312 0.4037
H 29.13873 19.45295 -6.85727 0.2908
H 15.80597 10.44112 -9.36168 0.3212
H 21.11585 4.67650 -8.43665 0.4608
H 25.95641 15.68888 -1.93999 0.5010
H 41.09860 18.27161 0.08330 0.3698
H 9.72980 23.81849 6.55451 0.3178
H 32.12438 16.88194 2.47486 0.4260
H 17.40537 13.37324 -7.17193 0.3624
H 32.82154 9.53902 -1.02781 0.2665
H 36.22580 23.68674 -9.24422 0.2625
H 29.03464 25.21136 -1.65386 0.3718
H 33.29281 19.59320 -0.61428 0.4559
H 26.61717 15.28395 -4.77525 0.4243
H 23.16957 16.24542 7.72140 0.1477
H 29.32858 12.37453 -17.14831 0.2188
H 20.92328 18.53030 -12.37521 0.3505
H 28.70958 10.12768 -16.72563 0.2637
H 31.32152 10.62598 -15.19773 0.3552
H 13.39675 24.54423 6.52991 0.3551
H 15.64450 20.85772 -7.94626 0.1752
H 22.88388 8.53369 -7.96489 0.3753
H 16.54473 19.42148 8.43531 0.3768
H 13.78068 21.89868 8.81279 0.4538
H 37.82934 24.44313 -8.89565 0.2548
H 35.64813 23.80216 -12.12538 0.2849
H 12.61451 23.42433 7.66930 0.3272
H 27.72208 12.32280 -16.46961 0.3783
H 14.03700 17.44062 -3.05328 0.3624
```